Record 1
C54H56N4P2PdSi2Te2 | wB97M-V/def2-TZVPD

Element x y z (Å)
Pd  -0.232  0.152  0.068
N  -5.957  5.558  6.710
C  -5.281  5.011  5.951
C  -4.449  4.330  5.014
C  -3.743  3.178  5.388
C  -2.944  2.524  4.482
C  -2.813  2.957  3.142
C  -3.501  4.145  2.807
C  -4.306  4.806  3.708
C  -1.975  2.246  2.201
C  -0.711  1.709  2.707
C  0.026  2.202  3.779
C  1.204  1.432  3.860
C  1.130  0.519  2.831
N  -0.039  0.659  2.139
C  -2.347  2.140  0.864
C  -3.709  2.429  0.359
C  -3.771  2.084  -0.923
C  -2.449  1.550  -1.350
N  -1.611  1.664  -0.159
H  -3.837  2.802  6.400
H  -2.403  1.637  4.787
H  -3.357  4.569  1.822
H  -4.811  5.719  3.415
H  -0.246  3.045  4.398
H  2.016  1.540  4.563
H  1.872  -0.221  2.551
H  -4.519  2.804  0.963
H  -4.629  2.146  -1.576
H  -2.561  1.896  -3.414
Te  2.463  -1.845  -2.137
C  3.740  -2.010  -3.804
C  4.744  -2.972  -3.855
C  5.549  -3.045  -4.979
N  5.435  -2.244  -6.036
C  4.472  -1.324  -5.973
C  3.607  -1.168  -4.902
C  1.911  0.199  -2.391
P  0.121  0.257  -2.185
C  -0.461  1.724  -2.905
C  -1.862  2.223  -2.608
C  -1.860  3.727  -2.538
C  -0.987  4.445  -3.267
C  0.094  3.833  -3.987
C  0.392  2.528  -3.670
C  -0.610  -1.147  -3.120
C  -1.332  -2.158  -2.501
C  -1.845  -3.216  -3.243
C  -1.631  -3.267  -4.611
C  -0.927  -2.245  -5.240
C  -0.436  -1.183  -4.501
P  2.541  0.924  -0.788
C  4.369  0.905  -1.038
C  5.176  1.002  0.093
C  6.557  0.970  -0.016
C  7.155  0.821  -1.262
C  6.360  0.720  -2.394
C  4.978  0.767  -2.280
C  2.305  2.746  -0.880
C  1.502  3.330  0.096
C  1.311  4.704  0.119
C  1.929  5.507  -0.826
C  2.741  4.932  -1.798
C  2.924  3.561  -1.824
H  4.913  -3.646  -3.024
H  6.342  -3.786  -5.029
H  4.385  -0.670  -6.836
H  2.854  -0.387  -4.896
H  -2.581  0.483  -1.610
H  -2.613  4.219  -1.931
H  -1.053  5.530  -3.250
H  0.792  4.439  -4.550
H  1.350  2.110  -3.964
H  -1.472  -2.120  -1.425
H  -2.406  -4.002  -2.750
H  -2.017  -4.097  -5.191
H  -0.769  -2.277  -6.311
H  0.089  -0.364  -4.981
H  4.707  1.099  1.066
H  7.171  1.047  0.873
H  8.234  0.783  -1.348
H  6.815  0.594  -3.370
H  4.351  0.691  -3.159
H  1.020  2.705  0.844
H  0.672  5.139  0.878
H  1.772  6.579  -0.816
H  3.215  5.555  -2.548
H  3.549  3.115  -2.590
C  -3.136  -0.924  1.184
Si  -2.523  -2.322  2.248
C  -3.193  -3.939  1.535
C  -3.237  -2.137  3.979
C  -0.665  -2.458  2.478
Te  0.704  -2.105  0.874
C  0.224  -4.003  -0.035
Si  1.302  -5.365  0.658
C  3.012  -5.197  -0.089
C  0.587  -7.041  0.177
C  1.482  -5.384  2.527
H  -4.183  -1.089  0.918
H  -2.557  -0.829  0.257
H  -3.055  0.033  1.705
H  -4.278  -3.962  1.652
H  -2.783  -4.817  2.039
H  -2.981  -4.031  0.469
H  -4.325  -2.058  3.937
H  -2.853  -1.232  4.451
H  -2.983  -2.986  4.617
H  -0.430  -3.463  2.843
H  -0.348  -1.741  3.237
H  0.445  -3.912  -1.102
H  -0.843  -4.168  0.079
H  2.971  -5.241  -1.178
H  3.673  -5.992  0.263
H  3.457  -4.237  0.181
H  0.485  -7.148  -0.902
H  -0.396  -7.194  0.625
H  1.245  -7.836  0.533
H  1.801  -4.420  2.926
H  2.250  -6.120  2.774
H  0.563  -5.678  3.036

As for the HOMO energy: -0.801 eV. Its total charge is -2.



Record 2
C54H57BrClCsF10N3O3PSi | wB97M-V/def2-TZVPD

Element x y z (Å)
Cs  0.584  1.619  0.471
C  4.471  1.388  -0.756
N  3.860  2.058  0.372
C  4.069  3.504  0.291
C  2.979  4.238  -0.498
N  1.737  4.314  0.236
C  1.364  5.431  0.829
C  1.977  6.724  0.916
F  3.219  6.951  0.394
C  1.404  7.815  1.544
F  2.064  8.994  1.537
C  0.183  7.738  2.177
F  -0.395  8.822  2.755
C  -0.445  6.499  2.178
F  -1.630  6.369  2.808
C  0.122  5.420  1.557
F  -0.539  4.245  1.644
C  4.307  1.483  1.638
C  3.378  1.743  2.826
N  2.295  0.783  2.826
C  1.381  0.807  3.773
C  0.292  -0.131  3.690
F  0.287  -1.024  2.669
C  -0.728  -0.222  4.603
F  -1.688  -1.159  4.446
C  -0.790  0.621  5.703
F  -1.809  0.540  6.594
C  0.222  1.550  5.839
F  0.204  2.380  6.901
C  1.251  1.647  4.924
F  2.202  2.581  5.195
H  5.574  1.487  -0.753
H  4.102  1.815  -1.690
H  4.217  0.327  -0.748
H  5.056  3.713  -0.164
H  4.089  3.921  1.299
H  2.807  3.673  -1.426
H  3.383  5.204  -0.810
H  5.322  1.844  1.894
H  4.368  0.398  1.512
H  3.036  2.788  2.774
H  3.995  1.679  3.735
C  -0.475  -3.978  -0.206
C  0.762  -4.659  0.399
C  0.658  -4.444  1.916
C  0.672  -6.170  0.130
Si  2.400  -3.903  -0.278
Br  2.036  -1.729  -0.524
C  3.867  -4.059  0.957
C  3.718  -3.082  2.137
C  5.184  -3.690  0.259
C  4.007  -5.484  1.513
C  2.841  -4.531  -2.049
C  1.583  -4.587  -2.932
C  3.810  -3.577  -2.767
C  3.475  -5.929  -2.020
H  -1.371  -4.442  0.225
H  -0.544  -4.077  -1.286
H  -0.506  -2.912  0.023
H  -0.334  -4.772  2.247
H  0.761  -3.394  2.190
H  1.393  -5.024  2.475
H  -0.234  -6.562  0.608
H  1.520  -6.725  0.538
H  0.598  -6.400  -0.934
H  3.619  -2.045  1.813
H  4.614  -3.156  2.765
H  2.859  -3.301  2.766
H  5.140  -2.690  -0.179
H  5.459  -4.398  -0.525
H  5.991  -3.689  1.001
H  3.153  -5.771  2.128
H  4.898  -5.534  2.151
H  4.124  -6.234  0.728
H  1.064  -3.627  -2.981
H  0.876  -5.350  -2.605
H  1.889  -4.846  -3.953
H  3.355  -2.598  -2.915
H  4.039  -3.993  -3.756
H  4.753  -3.437  -2.240
H  2.848  -6.664  -1.512
H  4.453  -5.932  -1.535
H  3.622  -6.279  -3.049
O  -1.394  2.678  -0.985
P  -2.870  2.634  -1.121
C  -3.436  2.210  -2.775
C  -2.646  1.305  -3.481
C  -3.089  0.817  -4.702
C  -4.302  1.246  -5.220
C  -5.079  2.169  -4.528
C  -4.648  2.651  -3.301
C  -3.564  4.234  -0.642
C  -4.174  4.428  0.592
C  -4.468  5.712  1.032
C  -4.156  6.805  0.239
C  -3.552  6.617  -0.998
C  -3.254  5.338  -1.436
C  -3.667  1.404  -0.051
C  -5.047  1.202  -0.091
C  -5.644  0.268  0.739
C  -4.866  -0.475  1.621
C  -3.493  -0.294  1.656
C  -2.896  0.640  0.816
H  -1.707  0.969  -3.055
H  -2.481  0.089  -5.225
H  -4.649  0.856  -6.170
H  -6.020  2.507  -4.943
H  -5.245  3.372  -2.753
H  -4.393  3.581  1.229
H  -4.910  5.855  2.009
H  -4.356  7.808  0.596
H  -3.289  7.470  -1.611
H  -2.747  5.195  -2.383
H  -5.659  1.772  -0.780
H  -6.715  0.113  0.696
H  -5.333  -1.205  2.272
H  -2.874  -0.880  2.323
H  -1.820  0.711  0.822
Cl  -6.401  -4.442  -2.612
C  -4.884  -3.558  -2.618
C  -4.049  -3.661  -3.718
C  -2.854  -2.956  -3.716
C  -2.490  -2.165  -2.632
C  -3.348  -2.085  -1.543
C  -4.552  -2.777  -1.526
C  -1.156  -1.395  -2.646
O  -0.516  -1.455  -3.716
O  -0.886  -0.746  -1.610
H  -4.337  -4.284  -4.556
H  -2.166  -3.001  -4.551
H  -3.049  -1.471  -0.705
H  -5.221  -2.709  -0.677

As for the HOMO energy: -1.818 eV. Its total charge is -2.



Asked for relative energy (zero: lowest compared OMol25 entry of this formula, charge and spin) across the records above, the calculation gives 6.4, 7.4 kcal per mole in order.
Asked for max |F| across the records above, the calculation gives 0.82, 0.94 eV/Å in order.
Asked for total energy across the records above, the calculation gives -115267.70718, -194994.80943 eV in order.